A molecular structure, C25H37N5P2Zr in a non-equilibrium geometry, computed with ωB97M-V/def2-TZVPD.

Last column: Löwdin charge in e.
Element x y z (Å)
C: -1.41212 3.71059 -3.26144  -0.0135
C: -1.18772 2.36519 -3.01544  -0.2329
C: 0.11718 1.81989 -3.29264  -0.1909
C: 1.17658 2.68639 -3.76954  -0.1190
C: 0.88498 4.06579 -4.01204  -0.0011
C: -0.38222 4.55699 -3.77124  -0.0400
C: 2.44828 2.11259 -3.95024  0.0874
C: 2.66868 0.75629 -3.64844  -0.1209
C: 1.52998 -0.01811 -3.19754  -0.1945
C: 1.69628 -1.40461 -2.84144  -0.2341
C: 2.95668 -1.97121 -2.94744  -0.0144
C: 4.07638 -1.21571 -3.40834  -0.0444
C: 3.94328 0.11479 -3.75104  -0.0036
H: -2.39812 4.14029 -3.05164  0.1258
H: 1.68238 4.72209 -4.37754  0.1301
H: -0.60492 5.61329 -3.95524  0.1214
H: 3.27798 2.73179 -4.31094  0.1429
H: 3.10098 -3.02161 -2.67004  0.1246
H: 5.05358 -1.70441 -3.48024  0.1204
H: 4.80668 0.69739 -4.09054  0.1297
N: 0.30388 0.51099 -3.06124  0.1117
Zr: 0.03378 0.44389 0.45166  1.1046
C: -2.20902 1.46059 -2.38944  -0.2511
H: -2.12302 0.44379 -2.80524  0.0898
H: -3.23182 1.84629 -2.54594  0.1130
C: 0.50078 -2.12981 -2.30504  -0.2607
H: -0.40392 -1.81781 -2.85164  0.0924
H: 0.62418 -3.22441 -2.38304  0.1085
P: -1.96672 1.28899 -0.52544  0.7509
P: 0.15868 -1.73151 -0.48534  0.7689
C: 1.47848 -2.77941 0.29396  -0.2223
H: 1.32998 -2.78781 1.38666  0.0065
H: 1.47018 -3.81601 -0.08874  0.0811
H: 2.45848 -2.31741 0.08906  0.0619
C: -1.32342 -2.83861 -0.25514  -0.2177
H: -1.11492 -3.87821 -0.56564  0.0793
H: -1.62242 -2.83211 0.80696  0.0129
H: -2.16312 -2.44691 -0.85374  0.0450
C: -2.37552 3.00959 0.01506  -0.2416
H: -3.31942 3.37119 -0.43174  0.0730
H: -2.45052 3.01829 1.11436  0.0509
H: -1.54352 3.67129 -0.27424  0.0567
C: -3.54662 0.40529 -0.09444  -0.2209
H: -3.61032 0.29299 1.00136  0.0419
H: -4.43312 0.95839 -0.45264  0.0758
H: -3.53912 -0.60021 -0.54574  0.0383
H: 0.83758 1.11159 -0.70004  -0.1244
H: -0.03262 1.91639 1.18876  -0.1259
C: -0.83562 0.31249 3.25216  -0.2095
N: -0.09352 -0.72731 2.45276  -0.2420
C: -0.79082 -2.00091 2.82186  -0.1820
N: -0.70282 -2.27981 4.26776  -0.0812
C: -1.41932 -1.23141 5.00246  -0.1528
N: -0.80532 0.06589 4.71226  -0.0746
C: 0.59238 0.04309 5.17476  -0.1410
N: 1.33948 -0.99241 4.44466  -0.0760
C: 1.29908 -0.67821 3.00416  -0.1787
C: 0.71338 -2.30511 4.68326  -0.1310
H: -1.88642 0.39709 2.89716  0.1310
H: -0.39992 1.31619 3.10316  0.0903
H: -0.37542 -2.89591 2.35956  0.1062
H: -1.87482 -1.92101 2.57436  0.1373
H: -1.39532 -1.43851 6.09686  0.1497
H: -2.49462 -1.21761 4.71506  0.1421
H: 1.06598 1.03799 5.02226  0.1444
H: 0.63798 -0.15081 6.27056  0.1503
H: 2.02728 -1.30701 2.48656  0.1144
H: 1.72828 0.33659 2.83506  0.1393
H: 0.78538 -2.57011 5.76176  0.1499
H: 1.26328 -3.10041 4.13136  0.1425

Output
maximum force: 0.1586 hartree/bohr
net charge: +2
HOMO-LUMO gap: 0.19440 Eh

A molecular structure, C25H38AlBrCaCl4FN5O12P3S in a non-equilibrium geometry, computed with ωB97M-V/def2-TZVPD.

Last column: Löwdin charge in e.
Element x y z (Å)
C: 0.85435 -2.63986 2.87017  -0.2265
C: -0.34068 -2.59676 1.86958  -0.1827
C: -0.85496 -1.13805 1.60570  -0.2412
C: -0.55381 -0.69785 0.16357  -0.2093
C: -1.06556 0.70307 -0.18723  -0.1610
C: -2.48986 0.83844 -0.35074  -0.1774
P: -3.56230 -0.65436 -0.15771  0.9881
C: -3.88834 -1.41515 -1.80384  -0.3547
C: -5.11458 -0.28806 0.79377  -0.2726
C: -2.96807 2.13377 -0.68942  -0.1228
C: -4.46017 2.31352 -0.86781  -0.3347
C: -5.17569 2.72321 0.25361  -0.1022
C: -6.55038 2.92159 0.14315  -0.0895
C: -7.12970 2.67984 -1.21214  -0.2940
C: -6.21891 2.25691 -2.21780  -0.1452
N: -4.91987 2.05307 -2.07147  0.1530
C: -2.08786 3.19380 -0.85852  -0.1711
P: -2.80984 4.83156 -1.31139  0.3031
O: -3.89736 4.69368 -2.52494  -0.2200
O: -1.71394 5.90635 -1.82627  -0.1906
S: -3.62939 5.56003 0.28541  0.3458
N: -0.76480 3.01175 -0.66330  -0.0312
N: 0.02615 4.13648 -0.81017  -0.1143
C: 0.41831 4.83770 0.39424  -0.0127
C: 0.78778 4.27646 -1.98589  -0.4755
C: 1.07253 3.12089 -2.96861  0.0215
O: 1.22335 5.35969 -2.27637  0.0982
C: -0.21630 1.80460 -0.33748  -0.2483
P: 1.62336 1.46941 -0.13351  0.7389
O: 2.42676 2.88872 -0.15567  -0.3285
Cl: 1.80439 0.85133 1.86857  0.3703
H: 1.70218 -3.31687 2.50236  0.0084
H: 0.53486 -3.04423 3.89578  -0.0482
H: 1.25835 -1.63646 3.05200  0.0598
H: -0.11657 -3.13368 0.93974  0.1265
H: -1.15008 -3.16266 2.35409  0.1108
H: -0.40455 -0.50807 2.38083  0.0581
H: -1.92672 -1.17127 1.82698  0.0617
H: -1.08212 -1.41312 -0.49128  0.0991
H: 0.51504 -0.83907 -0.04169  0.0892
H: -4.93951 -1.39495 -2.11440  0.0098
H: -3.42678 -2.45443 -1.78185  -0.2406
H: -3.29873 -0.85884 -2.55065  0.0370
H: -5.87976 0.24903 0.21872  0.0017
H: -4.83889 0.27228 1.69932  0.0366
H: -5.57854 -1.22582 1.12326  0.0484
H: -4.71539 2.87288 1.22611  0.1200
H: -7.19140 3.20796 0.97661  0.1122
H: -8.25679 2.78888 -1.48426  -0.0138
H: -6.64301 2.04490 -3.20322  0.1235
H: -3.45956 4.24588 -3.27438  0.0972
H: -1.93474 6.16077 -2.73769  0.0964
H: 0.99520 4.24396 1.11648  0.0818
H: -0.48212 5.18454 0.92954  0.0816
H: 1.00075 5.73772 0.18166  0.1117
H: 0.44301 2.23924 -2.79672  0.0685
H: 0.78720 3.51875 -3.95018  0.0939
H: 2.14443 2.91059 -2.93126  0.1020
H: 2.93541 3.03328 0.65811  0.0713
C: 5.09003 -0.36918 0.47904  -0.9288
O: 4.38474 0.58306 0.12179  -0.0038
O: 5.19073 -1.46253 -0.14279  0.2377
O: 5.81604 -0.40363 1.50901  0.1815
C: -7.71836 -1.95694 -4.02189  -0.0579
C: -7.68039 -1.51613 -2.62532  -0.2730
N: -7.65095 -1.17793 -1.52957  0.1505
H: -7.50256 -1.11736 -4.68003  0.0773
H: -6.97418 -2.73620 -4.18143  0.0894
H: -8.70544 -2.35031 -4.25703  0.0822
Ca: -7.79029 4.77543 -1.41626  1.1570
N: 6.91372 -2.93378 -2.52548  -0.6346
O: 7.64435 -2.07705 -1.98958  -0.0460
O: 6.41360 -3.83195 -1.83727  0.0067
O: 6.68983 -2.88275 -3.74372  -0.0226
Al: 1.51560 -4.64106 3.81346  0.9412
Br: -2.37760 -4.01890 -2.57691  -0.4287
F: -9.86976 2.46977 -1.48166  -0.6582
O: 4.30829 -5.69471 3.79447  -0.4375
H: 5.19728 -5.39011 3.55550  -0.1272
C: 11.17469 -2.37249 -0.39092  -1.5574
Cl: 9.72486 -1.83117 0.43327  0.5652
Cl: 12.62986 -1.93595 0.52906  0.4757
Cl: 11.12466 -4.11443 -0.67392  0.5177
H: 11.22353 -1.87631 -1.35179  0.0113
C: 8.73298 -4.84904 5.41814  -0.0918
C: 7.31911 -5.44446 5.16934  -0.4539
O: 6.92884 -5.07092 3.94650  -0.0869
H: 8.72205 -3.75998 5.37135  0.0656
H: 9.08045 -5.13835 6.41586  0.0624
H: 9.45593 -5.22122 4.69242  0.0657
H: 6.70348 -5.10530 6.02524  0.1037
H: 7.41581 -6.53026 5.36315  0.1004

Output
maximum force: 0.0738 hartree/bohr
net charge: -1
HOMO-LUMO gap: 0.02993 Eh

A molecular structure, C25H38As2N5Se2Tc in a non-equilibrium geometry, computed with ωB97M-V/def2-TZVPD.

Last column: Löwdin charge in e.
Element x y z (Å)
Tc: 0.85066 -0.16199 -0.67878  0.4597
C: 1.89571 0.39048 3.33635  -0.2096
As: 1.77923 -0.52411 1.58361  1.1057
C: 3.70567 -0.95467 1.60109  -0.2500
C: 1.18599 -2.32829 2.11660  -0.3994
C: 1.24038 -2.75061 3.45717  -0.0752
C: 0.81111 -4.02824 3.81750  -0.0216
C: 0.32281 -4.89993 2.84785  -0.0208
C: 0.26139 -4.49831 1.51349  -0.0731
C: 0.68960 -3.21427 1.13171  -0.4005
As: 0.60520 -2.62099 -0.74803  1.0625
C: -0.56566 -4.00161 -1.55033  -0.2213
C: 2.23766 -3.57648 -1.31315  -0.2541
H: 2.55320 -0.14645 4.04709  0.0628
H: 0.87951 0.49743 3.76765  0.0545
H: 2.32752 1.40026 3.17815  0.0540
H: 3.98225 -1.46409 2.54665  0.0708
H: 4.29250 -0.01878 1.49964  0.0332
H: 3.94470 -1.62201 0.75050  0.0323
H: 1.60952 -2.10781 4.23658  0.0956
H: 0.85638 -4.34229 4.85219  0.1295
H: -0.01030 -5.89022 3.13111  0.1301
H: -0.12283 -5.20185 0.79573  0.0970
H: -1.58953 -3.90605 -1.13293  0.0617
H: -0.18047 -5.02632 -1.38151  0.0612
H: -0.60667 -3.83556 -2.64606  0.0503
H: 2.20668 -4.63280 -0.97572  0.0716
H: 3.12681 -3.08434 -0.87365  0.0324
H: 2.31835 -3.54399 -2.41899  0.0259
C: 4.33441 2.47417 -0.70153  -0.2453
Se: 2.69037 1.42970 -0.70810  0.8947
C: 2.13752 2.10116 -2.45242  -0.4827
C: 2.43328 1.04549 -3.49861  -0.4749
Se: 1.54875 -0.59845 -2.95186  0.9281
C: 2.09801 -1.51697 -4.57760  -0.2635
H: 4.09976 3.55801 -0.66414  0.0744
H: 4.95352 2.21984 -1.58659  0.0698
H: 4.91321 2.21102 0.20744  0.0536
H: 2.64993 3.05397 -2.70366  0.1189
H: 1.04961 2.32002 -2.41021  0.0825
H: 3.53032 0.87593 -3.54524  0.1034
H: 2.04692 1.39225 -4.48014  0.1188
H: 1.65119 -1.02434 -5.46586  0.0771
H: 1.72303 -2.56010 -4.53492  0.0478
H: 3.20514 -1.55094 -4.64325  0.0792
C: -1.86184 0.04234 1.34210  0.0210
C: -1.11576 1.27315 0.97019  -0.3165
N: -0.00632 1.30509 0.25890  -0.2389
C: 0.35952 2.61995 0.17549  -0.1977
C: -0.54510 3.41368 0.83440  0.0264
N: -1.49782 2.55057 1.31369  0.0188
C: -2.65445 2.94557 2.09461  -0.0437
N: -3.92643 2.55409 1.52470  -0.0899
N: -4.86701 2.03491 2.34185  0.0807
N: -5.95070 1.80604 1.61419  0.1099
C: -5.69030 2.19512 0.32896  -0.2415
C: -6.50065 2.16035 -0.81430  0.0274
C: -5.97044 2.62204 -2.02466  -0.0575
C: -4.66448 3.11140 -2.09167  -0.0706
C: -3.84509 3.16181 -0.95741  -0.0222
C: -4.39218 2.68969 0.24126  -0.1830
H: -1.24108 -0.84278 1.17025  0.0383
H: -2.76561 -0.05900 0.73441  0.1105
H: -2.14240 0.05262 2.39938  0.1102
H: 1.25637 2.92238 -0.35019  0.0140
H: -0.58753 4.48332 0.98825  0.1542
H: -2.66549 4.03567 2.19645  0.1578
H: -2.54824 2.49355 3.08684  0.1518
H: -7.51386 1.77784 -0.75599  0.1272
H: -6.58277 2.59420 -2.92346  0.1182
H: -4.27159 3.45526 -3.04723  0.1122
H: -2.82871 3.53377 -1.03123  0.0902
H: -0.65236 -0.26950 -1.39462  0.0456

Output
maximum force: 0.0809 hartree/bohr
net charge: +3
HOMO-LUMO gap (spin up / spin down): 0.13502 / 0.13048 Eh
multiplicity: 2

Q: Which value of net charge does entry 2 give?
A: -1

Q: Among the records above, which one has the lowest maximum force?
A: C25H38AlBrCaCl4FN5O12P3S

Q: What is the formula in the third record?
A: C25H38As2N5Se2Tc

Q: Among the records above, which one has the lowest net charge?
A: C25H38AlBrCaCl4FN5O12P3S